1.
This record from the Open Molecules 2025 dataset describes a cluster of 2 separate species, C5H5N in total at a distorted geometry. The level of theory is ωB97M-V/def2-TZVPD.

```
11
Properties=species:S:1:pos:R:3:forces:R:3
C 2.47123 0.45683 -0.28155 -0.134 0.022 -0.015
C 1.16543 0.54893 -0.37172 -0.153 0.008 -0.003
C -0.10092 0.61476 -0.44182 0.162 -0.025 -0.010
C -1.41912 0.65283 -0.50141 0.135 0.030 0.036
C -2.17133 -0.38572 -1.14634 -0.465 -0.717 -0.439
N -2.78787 -1.22432 -1.65569 0.574 0.827 0.495
H 3.00482 -0.37877 -0.72712 -0.106 0.102 0.052
H 0.44473 -1.71700 1.42379 -0.069 -0.032 0.009
H 3.05445 1.21096 0.23976 -0.103 -0.075 -0.074
H -0.27531 -1.85163 1.29629 0.062 -0.018 0.027
H -1.98439 1.46481 -0.04909 0.097 -0.121 -0.078
```
Forces are in eV/Å.

Results
**Lowest unoccupied orbital energy**: -0.86 eV
**E**: -6752.007 eV
**Charge**: 0
**Max |F|**: 1.122 eV Å⁻¹
**Gap between HOMO and LUMO**: 8.9 eV

---

2.
This record from the Open Molecules 2025 dataset describes an isolated molecule of C3H5N3 at a distorted geometry. The level of theory is ωB97M-V/def2-TZVPD.

```
11
Properties=species:S:1:pos:R:3:forces:R:3
N -2.03764 0.01357 0.49173 -0.341 -2.183 1.066
C -0.76011 -0.02712 0.37514 -3.511 1.614 -0.543
C 0.24899 -1.03866 0.29085 0.548 -0.226 -0.066
C 1.29590 -0.41599 -0.25086 0.270 -0.389 0.739
N 1.09901 0.95774 -0.31388 -0.125 2.354 -5.888
N -0.26511 1.16816 -0.04949 1.943 -2.095 0.557
H -2.28927 -0.95186 0.71013 -0.709 0.190 0.230
H 0.91158 1.13891 -1.47284 2.211 -0.342 3.374
H 0.15320 -2.07569 0.55297 -0.106 -0.054 -0.035
H 2.24727 -0.81105 -0.56885 0.031 0.054 -0.036
H -0.60382 2.04198 0.23512 -0.211 1.078 0.604
```
Forces are in eV/Å.

Results
**Lowest unoccupied orbital energy**: 0.83 eV
**E**: -7659.664 eV
**Charge**: 0
**Max |F|**: 6.343 eV Å⁻¹
**Gap between HOMO and LUMO**: 8.9 eV

---

3.
This record from the Open Molecules 2025 dataset describes a cluster of 2 separate species, C16H19Br2FN2O3 in total at a distorted geometry. The level of theory is ωB97M-V/def2-TZVPD.

```
43
Properties=species:S:1:pos:R:3:forces:R:3
C 2.23962 -1.87365 -0.21755 -0.695 0.549 -0.919
C 1.35536 -1.42148 -1.54645 -3.305 -3.078 -3.292
O 0.50456 -2.27047 -2.18376 5.132 5.153 4.431
N 1.48442 -0.03994 -2.15493 -0.121 -1.459 2.089
C 0.33443 0.88012 -1.69248 1.018 0.742 -0.115
C 0.81954 1.50981 -0.25943 0.265 -0.335 -0.251
C -0.14311 2.68965 0.34972 0.593 0.782 0.815
C -1.31600 3.23461 -0.61981 0.199 1.026 -0.733
C -2.67249 2.40087 -0.80081 -3.557 -2.134 -0.678
C -3.75234 2.86110 -1.99380 -1.006 -3.451 2.854
C -5.19919 2.04030 -2.16957 2.244 -0.610 2.318
C -5.63374 0.76090 -1.18519 3.188 1.101 0.954
F -6.91988 0.03374 -1.27246 4.244 2.592 0.071
C -4.54884 0.33546 -0.04509 0.561 2.231 -2.057
C -3.13301 1.13799 0.10779 -1.540 0.861 -2.375
C -2.42092 0.36799 1.32113 2.593 -1.319 1.506
O -1.21647 -0.04032 1.67815 -7.003 2.883 -2.475
N -3.63543 -0.03815 2.18381 1.815 -4.347 -2.766
C -4.51351 -0.77658 1.14940 -2.969 -2.975 -0.221
O -5.10093 -1.99141 1.26120 4.126 8.394 -0.564
H 3.13947 -2.52663 -0.58434 -1.839 1.107 0.801
H 2.67109 -0.90947 0.31722 -1.076 -2.165 -1.112
H 1.48675 -2.48184 0.47699 1.879 1.331 -1.536
H 2.41534 0.40313 -1.88838 -1.721 -0.811 -0.127
H 0.30540 1.74452 -2.51524 -0.316 -1.964 1.828
H -0.66913 0.27193 -1.63269 2.097 1.267 -0.221
H 1.90623 1.96552 -0.45343 -2.374 -0.836 0.359
H 1.00034 0.59692 0.46907 -0.722 2.087 -1.294
H 0.59006 3.61644 0.53815 -1.793 -1.893 -0.478
H -0.59089 2.46238 1.41851 0.964 0.140 -2.296
H -1.60136 4.33268 -0.24696 0.414 -2.448 -0.723
H -0.83858 3.40981 -1.69995 -1.233 -0.436 2.258
H -3.45734 3.78816 -2.68459 -0.954 -2.388 1.620
H -5.91974 2.41059 -3.01404 1.454 -0.957 1.910
H -3.21072 -0.89312 2.65117 -0.693 1.365 0.324
Br 5.00380 -1.40474 1.95784 0.068 -0.106 0.133
C 5.51084 -3.12056 2.73405 0.130 0.173 0.158
C 6.24347 -3.98010 1.73033 -0.005 -0.264 -0.027
Br 5.00890 -4.77396 0.44589 0.111 0.092 0.016
H 4.59524 -3.58202 3.11425 0.248 0.055 -0.187
H 6.16273 -2.87011 3.57576 -0.074 -0.083 -0.179
H 6.72228 -4.82912 2.22622 -0.104 0.185 -0.021
H 6.99373 -3.43098 1.15432 -0.244 -0.057 0.202
```
Forces are in eV/Å.

Results
**Lowest unoccupied orbital energy**: -1.50 eV
**E**: -168811.639 eV
**Charge**: 0
**Max |F|**: 9.371 eV Å⁻¹
**Gap between HOMO and LUMO**: 7.8 eV

---

4.
This record from the Open Molecules 2025 dataset describes a structure of composition C31H50AuGe2N5Sb2 at a distorted geometry. The level of theory is ωB97M-V/def2-TZVPD.

```
91
Properties=species:S:1:pos:R:3:forces:R:3
Au 0.65708 -1.19932 -0.01166 -0.193 1.037 -0.802
C 4.02396 5.18628 -0.60929 -0.045 0.114 0.037
Sb 2.47188 3.73440 -0.71301 0.001 -0.208 -0.330
C 1.89073 3.93349 1.34653 -0.197 0.101 -0.094
C 1.00847 5.09488 -1.81053 1.114 -0.738 0.157
C 0.11437 5.57606 -0.79796 -0.818 0.675 0.521
C 0.47975 6.73920 -0.05818 -0.008 -0.757 -0.829
C -0.34647 7.26158 0.88890 -0.757 -0.242 0.377
C -1.58010 6.62270 1.16478 -0.034 -0.092 -0.010
C -1.94770 5.47870 0.48703 -0.157 0.527 0.704
C -1.13429 4.92111 -0.50269 0.712 -0.300 -0.575
C -1.60741 3.73408 -1.23323 0.788 1.613 -0.442
Sb -1.14560 1.73554 -0.32981 -0.170 -1.068 0.864
C -3.09405 1.05914 -0.87189 0.128 -0.300 -0.169
C -1.58460 2.24331 1.69622 0.330 -0.118 0.159
H 3.64156 6.09384 -0.14264 0.060 0.010 -0.022
H 4.40496 5.41013 -1.60414 -0.005 -0.002 0.030
H 4.83296 4.79186 0.00624 -0.014 0.016 -0.031
H 1.21715 4.77925 1.49064 0.044 -0.017 0.062
H 2.80253 4.11605 1.91769 -0.052 -0.056 -0.004
H 1.40994 3.02333 1.70805 0.052 0.026 0.029
H 0.60032 4.48876 -2.61103 -0.054 0.094 -0.010
H 1.71071 5.84285 -2.17858 -0.203 -0.016 -0.093
H 1.41923 7.22750 -0.28972 -0.038 -0.022 -0.059
H -0.07436 8.16434 1.42095 -0.020 -0.038 0.002
H -2.24387 7.04341 1.91043 0.028 -0.018 -0.077
H -2.90437 5.01552 0.70175 -0.008 0.035 0.034
H -1.24718 3.65706 -2.25655 -0.041 -0.039 0.070
H -2.69524 3.67667 -1.21022 -0.007 -0.384 0.168
H -3.81509 1.52927 -0.20381 0.036 -0.002 0.007
H -3.17199 -0.01891 -0.77009 -0.134 0.062 -0.034
H -3.29745 1.34503 -1.90270 0.004 0.027 0.001
H -2.66492 2.30918 1.82003 0.014 -0.008 -0.081
H -1.12111 3.19553 1.95472 -0.008 -0.029 -0.080
H -1.19642 1.46960 2.35504 -0.039 0.070 0.007
C 6.25855 -1.22358 -0.23627 -0.088 0.016 0.033
N 4.99941 -0.47384 -0.11953 0.014 -0.091 0.016
C 5.04485 0.98324 -0.04230 0.077 0.033 -0.042
C 3.79965 -1.07188 -0.12245 -0.023 0.134 0.047
N 2.66507 -0.42920 -0.05010 -0.120 0.021 0.113
N 3.84364 -2.45513 -0.19136 -0.312 -0.286 -0.059
C 2.82937 -3.38500 -0.30289 0.453 0.150 0.123
N 3.25324 -4.65744 -0.27312 -0.131 -0.026 -0.088
N 1.57562 -3.07243 -0.43233 -0.311 0.169 0.231
H 7.08404 -0.52691 -0.15396 0.004 0.038 -0.012
H 6.34239 -1.72449 -1.20164 -0.025 -0.003 -0.028
H 6.38005 -1.94207 0.57788 -0.012 0.018 0.030
H 6.08029 1.30454 -0.06448 0.020 -0.020 0.024
H 4.59986 1.34416 0.88919 -0.011 -0.024 -0.008
H 4.53455 1.43458 -0.89571 -0.007 -0.030 0.029
H 2.78416 0.56950 0.02292 0.008 0.097 -0.132
H 4.76626 -2.84890 -0.12458 0.045 -0.028 -0.008
H 4.22753 -4.90757 -0.28011 0.027 0.010 -0.003
H 2.59677 -5.40959 -0.40236 -0.005 -0.009 0.048
H 0.95103 -3.87312 -0.44480 0.067 -0.012 0.071
C -0.52145 -3.91700 -3.02329 0.149 -0.184 0.225
Ge -2.00800 -2.80972 -2.48766 0.104 0.145 -0.639
C -3.75668 -3.60680 -2.56344 -0.149 -0.065 0.342
C -1.82223 -1.09932 -3.37100 -0.108 0.171 0.060
Ge -1.52210 -2.28029 0.14536 0.270 -0.104 0.549
C -2.88591 -1.54776 1.27703 -0.214 0.181 -0.006
C -4.23997 -1.74069 1.00457 -0.098 -0.026 0.134
C -5.19096 -1.39395 1.95473 -0.007 -0.037 -0.058
C -4.79395 -0.84922 3.17129 0.026 0.013 -0.036
C -3.44637 -0.64952 3.44431 0.022 -0.029 -0.049
C -2.49063 -0.99105 2.49470 0.004 0.066 0.015
C -1.14915 -4.07604 0.80175 0.111 -0.474 -0.214
C -1.38615 -5.26349 0.10736 0.039 0.008 0.148
C -1.06137 -6.49099 0.67969 -0.004 0.056 -0.020
C -0.49361 -6.53794 1.94555 0.006 0.018 -0.002
C -0.26076 -5.36144 2.65065 -0.030 0.027 -0.079
C -0.57875 -4.13557 2.07997 -0.020 0.070 0.002
H -0.66179 -4.06788 -4.09901 0.021 0.017 0.027
H -0.49681 -4.89016 -2.53764 0.039 0.030 -0.078
H 0.41800 -3.39003 -2.86146 0.008 -0.029 -0.078
H -3.89331 -3.87987 -3.61520 -0.011 0.001 0.013
H -4.53188 -2.90003 -2.27438 -0.027 -0.028 -0.064
H -3.82672 -4.50315 -1.95066 -0.076 -0.020 -0.053
H -1.41639 -1.31001 -4.36463 -0.002 0.011 0.049
H -1.12384 -0.45540 -2.84065 0.060 0.062 -0.048
H -2.78156 -0.59996 -3.47977 -0.016 0.049 0.016
H -4.56335 -2.16859 0.06127 -0.005 -0.026 0.057
H -6.24195 -1.56621 1.75460 0.061 0.051 -0.004
H -5.53836 -0.58042 3.90920 0.008 -0.026 -0.002
H -3.14106 -0.23892 4.39943 -0.003 -0.011 -0.053
H -1.43828 -0.83497 2.71893 -0.045 -0.023 -0.005
H -1.84824 -5.24990 -0.87113 -0.019 -0.044 0.028
H -1.26253 -7.40892 0.14122 -0.005 0.035 0.012
H -0.24028 -7.49288 2.38901 -0.040 0.034 -0.001
H 0.15488 -5.40092 3.65034 0.003 0.024 -0.057
H -0.38818 -3.22725 2.64569 -0.032 -0.053 0.000
```
Forces are in eV/Å.

Results
**Spin multiplicity**: 2
**Lowest unoccupied orbital energy (spin up / spin down)**: -10.66 / -11.29 eV
**E**: -170180.951 eV
**Charge**: +3
**Max |F|**: 1.849 eV Å⁻¹
**Gap between HOMO and LUMO (spin up / spin down)**: 3.7 / 3.1 eV

---

5.
This record from the Open Molecules 2025 dataset describes a structure of composition C31H47ClNdO2P2 at a distorted geometry. The level of theory is ωB97M-V/def2-TZVPD.

```
84
Properties=species:S:1:pos:R:3:forces:R:3
Nd -0.27446 -0.09220 0.99780 0.556 -1.060 3.840
C -0.71820 -2.55329 2.26132 0.560 0.478 0.101
C 0.61908 -2.54593 1.74645 -0.362 0.641 0.716
C 0.53989 -1.15308 3.59844 -0.236 -0.791 -1.103
C -0.75728 -1.70454 3.41093 0.875 -0.018 -0.847
C 1.39057 -1.65285 2.55902 -1.061 -0.168 0.244
C -1.83684 -3.43671 1.81857 -0.590 -0.279 -0.247
H -1.69981 -3.78585 0.78616 0.011 0.034 0.214
H -2.80203 -2.90643 1.84429 0.225 -0.184 0.016
H -1.95440 -4.33635 2.45118 0.136 0.357 -0.194
C -1.89746 -1.53355 4.34245 -0.468 0.324 0.185
H -2.75206 -2.14641 4.04913 0.059 0.026 0.048
H -2.23187 -0.48951 4.35708 -0.023 -0.092 0.091
H -1.62846 -1.80489 5.37008 0.016 0.003 -0.165
C 0.98646 -0.42766 4.80928 0.188 0.645 0.456
H 1.18526 -1.12095 5.64526 -0.089 0.140 -0.302
H 0.23467 0.29051 5.16574 0.133 -0.141 -0.061
H 1.91217 0.13305 4.62981 -0.178 -0.090 0.039
C 2.86769 -1.49030 2.54169 0.677 0.143 -0.098
H 3.34146 -2.07429 3.34974 -0.121 0.197 -0.252
H 3.17546 -0.44049 2.67512 -0.090 -0.266 0.046
H 3.30726 -1.82994 1.59389 -0.100 0.005 0.200
C 1.18554 -3.50700 0.76470 0.155 -0.136 -0.534
H 1.65524 -4.36855 1.25908 -0.087 0.165 -0.061
H 1.95157 -3.03081 0.14321 0.042 -0.115 -0.015
H 0.41796 -3.89741 0.09174 0.054 -0.051 0.051
C -1.67591 0.55086 -4.53621 -0.908 -0.961 -0.619
C -1.75334 -0.79326 -4.56855 -0.936 0.952 -0.960
C -0.98925 -1.65519 -5.53521 0.362 -0.168 -0.135
C 0.49494 -1.24571 -5.71019 -0.460 -0.427 -0.411
C 1.17724 -0.68365 -4.49251 1.018 1.337 -0.582
C 1.33628 0.65205 -4.31238 0.582 -1.619 -0.994
C 0.58203 1.70327 -5.05741 -0.334 0.407 -0.349
C -0.86536 1.34974 -5.50959 0.340 0.500 -0.147
H -1.45755 -1.63673 -6.53181 -0.055 -0.014 0.290
H 0.56284 -0.55084 -6.56392 0.199 -0.226 0.521
H -1.03110 -2.70202 -5.20548 -0.084 0.206 -0.053
H -0.83711 0.85271 -6.49064 -0.100 0.172 0.395
H -2.34290 1.15190 -3.90817 0.198 -0.480 -0.067
H -2.52275 -1.34079 -4.01840 0.327 0.376 -0.059
H -1.37733 2.31231 -5.66063 0.105 -0.316 -0.082
H 0.54024 2.60933 -4.42860 0.051 -0.241 -0.179
H 2.16483 1.03530 -3.72271 -0.369 -0.254 0.362
H 1.12432 1.99692 -5.97373 0.033 -0.013 0.373
H 1.04036 -2.14978 -6.01725 -0.032 0.282 0.056
H 1.75937 -1.40358 -3.90924 -0.123 0.344 -0.124
P -1.47351 -0.75167 -1.35943 0.196 0.131 0.866
P 2.13587 0.44433 -0.50242 -0.201 0.768 0.382
C -0.47762 0.74754 -1.93300 -0.248 -0.265 -0.653
C 0.77974 1.43879 -1.35213 0.355 -0.105 0.244
H -1.20984 1.53015 -2.16036 0.098 -0.163 0.170
H -0.19516 0.31621 -2.89045 0.143 0.479 0.116
H 1.30698 1.95176 -2.17209 -0.535 0.079 0.223
H 0.48166 2.22877 -0.64131 0.219 -0.177 -0.028
C 3.04831 1.84778 0.26462 0.027 -0.149 0.086
H 3.85602 1.41866 0.87468 -0.123 0.223 -0.207
H 2.37664 2.40090 0.94049 0.230 -0.235 -0.259
H 3.46827 2.52322 -0.49777 -0.120 -0.226 0.256
C 3.30878 -0.19777 -1.72019 0.364 -0.276 -0.262
H 3.78932 0.56034 -2.35891 -0.220 -0.169 0.319
H 2.83890 -0.95711 -2.35318 0.148 0.164 0.186
H 4.09029 -0.70194 -1.12678 -0.212 0.167 -0.240
C -3.20935 -0.37792 -1.71862 -0.533 -0.083 -0.233
H -3.84058 -1.12159 -1.20737 0.264 0.184 -0.180
H -3.47057 -0.35431 -2.77601 -0.072 0.052 0.197
H -3.45467 0.60109 -1.28215 0.197 -0.256 -0.021
C -0.79084 -2.21880 -2.18215 -0.092 -0.161 -0.715
H 0.19509 -2.50067 -1.79491 -0.276 0.188 0.324
H -0.66935 -2.05293 -3.25248 0.022 -0.284 0.365
H -1.49048 -3.05183 -2.01945 0.228 0.173 0.001
Cl -1.38189 5.78923 7.33155 -0.080 0.140 0.260
C -1.19047 4.64052 6.07854 0.208 -0.690 -1.160
C -2.30847 3.97343 5.54913 0.147 0.066 0.024
C -2.14630 3.06868 4.49848 0.201 0.350 0.226
C -0.86514 2.86721 3.96501 -0.446 -0.114 0.213
C 0.24116 3.52319 4.48338 0.085 0.296 0.223
C 0.08554 4.41577 5.53782 -0.243 0.031 0.071
C -0.67134 1.91090 2.87041 -0.012 -1.115 -0.837
O -1.66394 1.18744 2.45766 1.078 0.851 -0.039
O 0.49605 1.74427 2.34501 -1.084 0.354 0.107
H -3.29324 4.20042 5.95576 0.238 -0.167 -0.084
H -2.99570 2.52913 4.07167 0.306 0.243 0.199
H 1.21565 3.31758 4.03841 -0.253 0.168 0.229
H 0.93689 4.96178 5.92896 -0.101 -0.096 0.031
```
Forces are in eV/Å.

Results
**Spin multiplicity**: 4
**Lowest unoccupied orbital energy (spin up / spin down)**: -2.60 / -2.49 eV
**E**: -83376.658 eV
**Charge**: +1
**Max |F|**: 4.022 eV Å⁻¹
**Gap between HOMO and LUMO (spin up / spin down)**: 7.3 / 7.4 eV

---

Question: Which formula does entry 5 have?
Answer: C31H47ClNdO2P2

---

Question: Look up the charge of the third one.
Answer: 0

---

Question: What is the formula in the third record?
Answer: C16H19Br2FN2O3